Density functional theory data (the ωB97M-V functional and the def2-TZVPD basis) for a 5-piece molecular cluster, C22H55Cl2NO6PS overall.

Structure (ORCA input):
```
! wB97M-V def2-TZVPD RIJCOSX def2/J DEFGRID3
* xyz 1 1
C 5.74 0.99 -0.93
C 5.87 -0.48 -1.26
N 4.99 -1.32 -0.38
P 3.51 -1.77 -0.95
Cl 3.55 -3.63 -1.63
C 2.25 -1.74 0.31
C 2.28 -0.58 1.33
C 1.56 0.73 0.96
C 1.56 1.20 -0.49
S 0.34 0.38 -1.53
O 1.04 -0.39 -2.53
O -0.64 -0.26 -0.70
Cl -0.54 1.91 -2.47
H 4.78 1.39 -1.25
H 6.52 1.56 -1.45
H 5.84 1.15 0.15
H 6.89 -0.83 -1.09
H 5.65 -0.66 -2.32
H 5.50 -2.13 -0.05
H 3.23 -0.97 -2.06
H 2.41 -2.69 0.84
H 1.27 -1.84 -0.18
H 3.31 -0.38 1.64
H 1.78 -0.98 2.21
H 0.53 0.70 1.31
H 2.03 1.55 1.49
H 2.51 1.09 -1.01
H 1.31 2.27 -0.51
C -3.27 -0.15 -3.78
C -3.79 -0.53 -2.40
O -5.01 0.10 -2.06
C -6.12 -0.18 -2.90
C -6.49 -1.65 -2.97
H -3.16 0.93 -3.86
H -2.30 -0.62 -3.96
H -3.94 -0.48 -4.57
H -3.09 -0.20 -1.63
H -3.87 -1.62 -2.31
H -5.95 0.22 -3.91
H -6.94 0.39 -2.47
H -5.70 -2.26 -3.42
H -7.39 -1.77 -3.59
H -6.70 -2.05 -1.98
C -0.71 5.92 1.38
C 0.03 4.76 2.02
O 1.02 4.16 1.19
C 2.06 5.02 0.75
C 2.88 5.63 1.87
H -1.18 5.60 0.45
H -1.49 6.25 2.06
H -0.06 6.76 1.16
H -0.68 3.96 2.24
H 0.47 5.06 2.98
H 1.67 5.80 0.10
H 2.70 4.38 0.13
H 2.28 6.29 2.50
H 3.69 6.22 1.45
H 3.31 4.85 2.50
C 2.63 -7.52 -1.82
C 3.24 -7.15 -0.48
O 2.43 -7.43 0.63
C 2.09 -8.80 0.83
C 3.28 -9.71 1.02
H 1.66 -7.04 -1.96
H 3.29 -7.21 -2.64
H 2.49 -8.60 -1.92
H 3.38 -6.06 -0.43
H 4.23 -7.60 -0.38
H 1.46 -9.16 0.00
H 1.47 -8.80 1.72
H 3.92 -9.75 0.14
H 2.93 -10.73 1.22
H 3.89 -9.38 1.87
C -5.66 4.47 1.03
C -4.21 4.09 1.29
O -3.63 4.74 2.42
C -4.26 4.50 3.66
C -4.29 3.04 4.08
H -5.75 5.55 0.90
H -6.00 3.98 0.12
H -6.32 4.16 1.84
H -3.59 4.39 0.45
H -4.12 3.00 1.38
H -5.28 4.92 3.67
H -3.68 5.08 4.38
H -4.88 2.43 3.40
H -4.73 2.95 5.07
H -3.28 2.63 4.12
*
```

* Kohn-Sham gap: 0.304 Eh
* HOMO level: -11.134 eV
* DFT total energy: -82642.650 eV

Density functional theory data (the ωB97M-V functional and the def2-TZVPD basis) for a 9-piece molecular cluster, C50H117N11O12 overall.

Structure (ORCA input):
```
! wB97M-V def2-TZVPD RIJCOSX def2/J DEFGRID3
* xyz 6 1
O 0.23 1.26 3.94
C -0.32 1.01 2.66
C 0.45 1.23 1.24
O 0.56 2.55 0.69
H -1.18 1.68 2.61
H -0.70 -0.01 2.79
H -0.11 0.58 0.57
H 1.43 0.76 1.17
C -5.54 -2.19 -3.08
C -6.86 -2.89 -3.50
N -6.68 -3.95 -4.43
C -6.06 -5.14 -4.13
C -5.92 -5.85 -5.32
N -6.44 -5.04 -6.38
C -6.89 -3.93 -5.82
C -6.32 -5.33 -7.77
H -5.83 -1.34 -2.47
H -5.04 -1.81 -3.97
H -4.94 -2.80 -2.40
H -7.66 -2.18 -3.72
H -7.32 -3.40 -2.65
H -5.77 -5.34 -3.12
H -5.54 -6.83 -5.58
H -7.43 -3.12 -6.30
H -7.15 -5.93 -8.15
H -5.44 -5.92 -8.03
H -6.26 -4.40 -8.33
C -8.24 5.81 -4.05
C -7.98 6.99 -3.15
N -6.64 6.97 -2.44
C -6.19 5.97 -1.59
C -4.89 6.27 -1.26
N -4.61 7.58 -1.67
C -5.72 7.99 -2.38
C -3.38 8.34 -1.39
H -7.44 5.84 -4.79
H -9.17 6.05 -4.56
H -8.32 4.84 -3.55
H -8.70 7.12 -2.34
H -8.03 7.94 -3.68
H -6.74 5.06 -1.41
H -4.19 5.71 -0.66
H -5.82 8.98 -2.81
H -2.53 7.85 -1.87
H -3.15 8.27 -0.32
H -3.59 9.35 -1.74
C -4.65 5.66 6.40
C -5.11 5.64 7.87
N -4.18 5.13 8.92
C -4.27 5.29 10.29
C -3.13 4.80 10.85
N -2.35 4.26 9.86
C -2.99 4.51 8.68
C -1.05 3.57 10.00
H -5.45 5.78 5.67
H -4.02 4.82 6.10
H -4.10 6.58 6.22
H -5.90 4.92 8.09
H -5.55 6.59 8.19
H -5.14 5.78 10.69
H -2.84 4.74 11.89
H -2.67 4.27 7.68
H -0.27 4.31 9.81
H -0.87 2.79 9.26
H -0.98 3.12 11.00
C 8.14 6.57 4.90
O 6.74 6.22 5.14
C 6.58 5.64 6.41
C 5.29 4.78 6.37
N 5.29 3.78 5.15
H 4.49 3.16 5.21
H 5.14 4.34 4.33
C 6.54 2.89 4.86
C 6.59 1.80 5.86
O 6.79 2.24 7.19
C 7.27 1.21 8.07
H 8.55 6.01 4.06
H 8.89 6.43 5.68
H 8.17 7.56 4.44
H 6.44 6.34 7.23
H 7.48 5.11 6.75
H 4.40 5.39 6.28
H 5.22 4.07 7.20
H 7.40 3.57 4.80
H 6.42 2.43 3.88
H 7.42 1.16 5.56
H 5.61 1.32 5.78
H 6.60 0.36 8.19
H 7.44 1.70 9.03
H 8.21 0.77 7.75
C 1.73 -7.31 -12.49
O 2.04 -5.98 -12.17
C 1.49 -5.01 -12.99
C 1.65 -3.64 -12.35
N 0.63 -3.39 -11.16
H 1.09 -2.84 -10.45
H -0.23 -2.99 -11.50
C 0.22 -4.59 -10.27
C -0.20 -4.09 -8.87
O 0.75 -3.21 -8.32
C 1.07 -3.41 -6.93
H 0.66 -7.46 -12.63
H 2.09 -8.05 -11.78
H 2.38 -7.55 -13.34
H 0.42 -5.22 -13.08
H 1.80 -5.14 -14.03
H 1.46 -2.84 -13.06
H 2.67 -3.56 -11.96
H 1.06 -5.23 -10.01
H -0.52 -5.11 -10.88
H -0.42 -4.98 -8.28
H -1.08 -3.46 -8.93
H 1.23 -4.46 -6.67
H 0.33 -2.96 -6.27
H 2.00 -2.90 -6.73
C 0.83 7.54 -7.38
O 1.16 6.55 -6.43
C 1.86 5.47 -7.03
C 2.02 4.49 -5.91
N 2.78 5.05 -4.69
H 2.72 6.05 -4.82
H 2.33 4.80 -3.83
C 4.24 4.75 -4.72
C 4.87 5.50 -3.53
O 4.49 6.91 -3.66
C 5.02 7.74 -2.63
H 1.68 8.12 -7.74
H 0.08 8.07 -6.80
H 0.40 6.91 -8.16
H 2.79 5.79 -7.49
H 1.17 5.01 -7.74
H 2.49 3.58 -6.29
H 1.10 4.32 -5.34
H 4.66 5.01 -5.68
H 4.53 3.71 -4.53
H 5.94 5.31 -3.48
H 4.50 5.05 -2.61
H 4.63 7.37 -1.68
H 4.71 8.78 -2.76
H 6.09 7.59 -2.53
C -1.29 -4.01 11.42
O -0.89 -2.90 10.56
C -0.38 -3.34 9.32
C -1.52 -3.65 8.24
N -2.54 -2.62 8.23
H -2.77 -2.29 9.16
H -2.14 -1.84 7.74
C -3.81 -3.07 7.43
C -4.91 -2.09 7.83
O -5.01 -1.91 9.23
C -6.11 -1.03 9.51
H -1.94 -4.75 10.93
H -1.71 -3.68 12.37
H -0.34 -4.50 11.63
H 0.29 -4.20 9.44
H 0.13 -2.49 8.86
H -2.07 -4.56 8.48
H -1.13 -3.58 7.22
H -3.99 -4.14 7.56
H -3.65 -2.94 6.36
H -5.80 -2.59 7.44
H -4.69 -1.16 7.29
H -6.04 -0.83 10.57
H -7.13 -1.37 9.34
H -5.92 -0.14 8.92
C 4.84 -10.93 -3.14
O 5.14 -10.91 -1.74
C 4.12 -11.34 -0.78
C 3.04 -10.20 -0.55
N 3.87 -8.91 -0.32
H 4.20 -8.95 0.64
H 4.65 -8.90 -0.96
C 2.96 -7.57 -0.27
C 3.94 -6.46 -0.12
O 4.81 -6.28 -1.31
C 6.01 -5.51 -1.09
H 4.06 -10.18 -3.28
H 4.55 -11.97 -3.31
H 5.75 -10.85 -3.74
H 4.63 -11.54 0.16
H 3.68 -12.32 -1.00
H 2.46 -10.32 0.36
H 2.39 -9.92 -1.38
H 2.39 -7.73 0.64
H 2.32 -7.55 -1.16
H 4.55 -6.61 0.77
H 3.33 -5.55 -0.09
H 6.51 -5.45 -2.06
H 6.72 -5.91 -0.37
H 5.52 -4.58 -0.81
*
```

* Kohn-Sham gap: 0.055 Eh
* energy above the lowest of the compared OMol25 structures with the same formula, charge and spin: 23.6 kcal per mole
* HOMO level: -10.068 eV
* DFT total energy: -94637.161 eV

> Which of these has the lowest DFT total energy?

C50H117N11O12